{"formula": "C22H31ClFeNO4S3", "method": "ωB97M-V/def2-TZVPD", "spin_multiplicity": 2, "molar_mass_g_mol": 560.992, "s2": 0.7899, "homo_ev": [-6.8, -8.0], "max_force_ev_per_a": 0.6, "gap_ev": [6.65, 7.89], "symbols": ["Fe", "C", "C", "S", "C", "C", "S", "C", "C", "S", "H", "H", "H", "H", "H", "H", "H", "H", "H", "H", "H", "H", "C", "N", "C", "C", "C", "C", "C", "C", "C", "C", "H", "H", "H", "H", "H", "H", "H", "H", "H", "H", "H", "H", "O", "Cl", "O", "O", "O", "C", "C", "C", "C", "C", "C", "C", "H", "H", "H", "H", "H", "H", "H"], "xyz": [[0.8724, -1.2852, 0.4636], [0.0223, -4.5070, 1.1369], [0.2412, -3.7706, 2.4458], [1.4272, -2.4004, 2.3377], [2.9929, -3.1985, 1.8709], [3.1684, -3.5502, 0.4038], [2.5868, -2.1994, -0.6508], [1.7576, -3.0838, -1.9900], [0.6302, -4.0246, -1.5664], [-0.3983, -3.3562, -0.2171], [-0.8006, -5.2158, 1.2283], [0.9149, -5.0706, 0.8763], [0.5431, -4.4618, 3.2347], [-0.6780, -3.2785, 2.7727], [3.1399, -4.0733, 2.5065], [3.7348, -2.4519, 2.1599], [2.6397, -4.4614, 0.1392], [4.2275, -3.7185, 0.2092], [2.4993, -3.6148, -2.5899], [1.3495, -2.2760, -2.5910], [1.0072, -4.9969, -1.2531], [-0.0339, -4.1838, -2.4135], [-1.7549, 0.8348, 4.3834], [-0.3317, 0.8060, 4.1114], [0.3473, -0.1635, 4.9415], [-0.0633, 0.6227, 2.7009], [1.3505, 0.9412, 2.2587], [2.0167, 2.0113, 2.8479], [3.2406, 2.4373, 2.3479], [3.7701, 1.8041, 1.2316], [3.0956, 0.7353, 0.6537], [1.8878, 0.2486, 1.1607], [-1.9241, 1.0286, 5.4437], [-2.2496, -0.1211, 4.1287], [-2.2283, 1.6302, 3.8067], [0.2201, 0.0929, 5.9946], [1.4130, -0.1724, 4.7108], [-0.0463, -1.1867, 4.7896], [-0.7459, 1.2758, 2.1488], [-0.3395, -0.4144, 2.3770], [1.5591, 2.5138, 3.6925], [3.7615, 3.2666, 2.8103], [4.7064, 2.1453, 0.8045], [3.5404, 0.2843, -0.2294], [-1.7240, -0.5275, -0.5222], [-0.8930, -0.3083, -1.6755], [-1.2336, 0.8813, -2.3698], [-0.9178, -1.4655, -2.5327], [0.5259, -0.1673, -1.1897], [-2.0802, 2.5466, 0.3827], [-2.2502, 3.5486, 1.3506], [-3.4241, 3.6113, 2.1431], [-3.5727, 4.5741, 3.1196], [-2.5625, 5.5073, 3.3497], [-1.3994, 5.4666, 2.5818], [-1.2417, 4.5119, 1.5992], [-1.1982, 2.5157, -0.2411], [-2.8276, 1.7783, 0.2450], [-4.2090, 2.8841, 1.9684], [-4.4793, 4.6039, 3.7120], [-2.6806, 6.2586, 4.1197], [-0.6113, 6.1878, 2.7597], [-0.3323, 4.4773, 1.0103]], "nbo_charge": [0.52, -0.54, -0.56, 0.42, -0.55, -0.56, 0.44, -0.56, -0.53, 0.32, 0.24, 0.21, 0.23, 0.24, 0.24, 0.25, 0.21, 0.24, 0.23, 0.28, 0.22, 0.26, -0.41, -0.43, -0.41, -0.23, -0.11, -0.21, -0.23, -0.24, -0.20, -0.28, 0.20, 0.15, 0.21, 0.20, 0.21, 0.15, 0.23, 0.12, 0.22, 0.21, 0.20, 0.19, -0.84, 2.54, -0.79, -0.85, -0.87, -0.33, -0.05, -0.21, -0.22, -0.22, -0.22, -0.20, 0.20, 0.20, 0.21, 0.21, 0.21, 0.21, 0.21]}

***

{"formula": "C22H31FN6O3S", "method": "ωB97M-V/def2-TZVPD", "molar_mass_g_mol": 478.594, "smiles": "O=C(NCCCN1CCN(c2ccccc2F)CC1)[C@@H]1CCCN(S(=O)(=O)c2cnc[nH]2)C1", "e_above_lowest_kcal_mol": 0.0, "homo_ev": -7.7, "max_force_ev_per_a": 1.0, "gap_ev": 8.15, "symbols": ["O", "C", "N", "C", "C", "C", "N", "C", "C", "N", "C", "C", "C", "C", "C", "C", "F", "C", "C", "C", "C", "C", "C", "N", "S", "O", "O", "C", "C", "N", "C", "N", "C", "H", "H", "H", "H", "H", "H", "H", "H", "H", "H", "H", "H", "H", "H", "H", "H", "H", "H", "H", "H", "H", "H", "H", "H", "H", "H", "H", "H", "H", "H", "H"], "xyz": [[-3.6503, -1.1634, -1.2117], [-3.9342, -1.3510, -0.0376], [-3.3063, -2.2810, 0.7020], [-2.1015, -2.9321, 0.2265], [-0.8385, -2.2420, 0.7581], [0.3249, -2.3761, -0.2255], [1.5393, -1.7858, 0.3024], [1.5223, -0.3336, 0.2504], [2.7614, 0.2425, 0.9333], [3.9488, -0.2710, 0.2889], [5.1301, 0.4448, 0.3392], [5.3180, 1.5404, 1.1915], [6.4826, 2.2842, 1.1789], [7.5198, 1.9632, 0.3223], [7.3690, 0.8878, -0.5365], [6.1977, 0.1629, -0.5266], [6.0984, -0.8564, -1.4237], [3.9654, -1.7184, 0.3251], [2.7282, -2.2633, -0.3803], [-4.9677, -0.5301, 0.7191], [-5.9827, 0.1766, -0.1910], [-5.3433, 1.2582, -1.0682], [-4.4707, 2.1998, -0.2356], [-3.5487, 1.4088, 0.5378], [-1.9854, 1.9072, 0.7334], [-1.3688, 0.9319, 1.5944], [-1.8971, 3.2892, 1.0963], [-1.3227, 1.7232, -0.8890], [-0.3571, 2.4421, -1.5488], [-0.0874, 1.8583, -2.7380], [-0.8618, 0.8060, -2.8035], [-1.6290, 0.6686, -1.7030], [-4.1765, 0.5404, 1.4933], [-3.4959, -2.3377, 1.6903], [-2.1307, -2.8686, -0.8640], [-2.1306, -3.9848, 0.5161], [-0.5385, -2.6717, 1.7142], [-1.0560, -1.1869, 0.9270], [0.0426, -1.9259, -1.1954], [0.5181, -3.4397, -0.3956], [0.6416, 0.0420, 0.7715], [1.4947, 0.0230, -0.7960], [2.7296, 1.3276, 0.8316], [2.7354, -0.0252, 2.0008], [4.5407, 1.8056, 1.8896], [6.5815, 3.1187, 1.8571], [8.4312, 2.5395, 0.3156], [8.1447, 0.6091, -1.2328], [4.8586, -2.1074, -0.1566], [3.9504, -2.0649, 1.3714], [2.7454, -3.3552, -0.3408], [2.7476, -1.9472, -1.4377], [-5.4974, -1.1764, 1.4255], [-6.4721, -0.5597, -0.8305], [-6.7439, 0.6319, 0.4475], [-4.7288, 0.7784, -1.8281], [-6.1255, 1.8308, -1.5677], [-3.8849, 2.8655, -0.8712], [-5.0943, 2.8156, 0.4289], [0.1381, 3.3352, -1.2291], [-0.8943, 0.1263, -3.6312], [-2.3405, -0.0424, -1.5332], [-3.3831, 0.1074, 2.1041], [-4.8598, 1.1050, 2.1447]], "nbo_charge": [-0.69, 0.71, -0.59, -0.23, -0.43, -0.20, -0.45, -0.24, -0.22, -0.43, 0.09, -0.25, -0.21, -0.23, -0.29, 0.42, -0.34, -0.22, -0.22, -0.31, -0.40, -0.41, -0.22, -0.72, 2.35, -0.96, -0.92, -0.28, -0.02, -0.46, 0.18, -0.52, -0.21, 0.40, 0.23, 0.20, 0.21, 0.23, 0.16, 0.19, 0.23, 0.17, 0.21, 0.18, 0.22, 0.21, 0.21, 0.23, 0.23, 0.17, 0.20, 0.17, 0.22, 0.22, 0.21, 0.23, 0.22, 0.23, 0.19, 0.22, 0.20, 0.46, 0.24, 0.19]}

***

{"formula": "C22H31N2", "method": "ωB97M-V/def2-TZVPD", "molar_mass_g_mol": 323.504, "smiles": "C(=C\\N1CCCC1)/[C@@H](c1ccccc1)[C@H]1CCCC1=[N+]1CCCC1", "e_above_lowest_kcal_mol": 33.7, "homo_ev": -10.1, "max_force_ev_per_a": 2.1, "gap_ev": 6.68, "total_charge": 1, "symbols": ["C", "C", "N", "C", "C", "C", "C", "C", "C", "C", "C", "C", "C", "C", "C", "C", "C", "C", "C", "N", "C", "C", "C", "C", "H", "H", "H", "H", "H", "H", "H", "H", "H", "H", "H", "H", "H", "H", "H", "H", "H", "H", "H", "H", "H", "H", "H", "H", "H", "H", "H", "H", "H", "H", "H"], "xyz": [[1.1790, -1.4473, -0.2858], [0.6501, -0.3660, -0.9418], [1.2978, 0.4205, -1.8206], [2.6225, 0.1635, -2.3576], [2.9055, 1.3435, -3.3154], [1.7031, 2.2955, -3.2217], [0.6310, 1.5664, -2.4039], [0.3440, -2.5541, 0.3379], [1.1735, -3.8547, 0.3940], [0.4972, -5.0509, 0.1608], [1.1793, -6.2707, 0.2182], [2.5454, -6.2871, 0.5232], [3.2368, -5.0881, 0.6984], [2.5476, -3.8599, 0.6611], [-0.3485, -2.3222, 1.6442], [0.5518, -2.4315, 2.9204], [0.2076, -1.2596, 3.8588], [-0.8903, -0.4117, 3.1883], [-1.1767, -1.0547, 1.8685], [-2.2740, -0.7439, 1.2280], [-3.1026, 0.4130, 1.6136], [-4.1722, 0.5260, 0.5294], [-4.0834, -0.7400, -0.3339], [-2.8459, -1.5227, 0.1163], [2.2550, -1.6250, -0.3849], [-0.3927, -0.0816, -0.7590], [2.6969, -0.7901, -2.9076], [3.3749, 0.1300, -1.5568], [3.0260, 0.9749, -4.3394], [3.8372, 1.8488, -3.0459], [1.9871, 3.2201, -2.7106], [1.3149, 2.5676, -4.2046], [0.2226, 2.1978, -1.6078], [-0.2088, 1.2653, -3.0513], [-0.4602, -2.7626, -0.3970], [-0.5673, -5.0072, -0.0734], [0.6350, -7.1866, 0.0366], [3.0820, -7.2340, 0.5752], [4.3202, -5.0826, 0.8796], [3.1021, -2.9310, 0.8472], [-1.0927, -3.1477, 1.7217], [1.6213, -2.4800, 2.6886], [0.3239, -3.3826, 3.4234], [-0.1645, -1.6665, 4.8065], [1.0993, -0.6658, 4.0791], [-1.7992, -0.4382, 3.8146], [-0.5895, 0.6449, 3.1001], [-3.5648, 0.2277, 2.6008], [-2.4976, 1.3326, 1.7033], [-5.1581, 0.6501, 0.9765], [-3.9628, 1.4111, -0.0728], [-4.9782, -1.3567, -0.2217], [-3.9938, -0.4865, -1.3911], [-2.1248, -1.6506, -0.7041], [-3.1214, -2.5334, 0.4547]], "nbo_charge": [-0.38, 0.07, -0.41, -0.21, -0.41, -0.41, -0.20, -0.28, 0.08, -0.24, -0.20, -0.21, -0.20, -0.25, -0.28, -0.41, -0.39, -0.52, 0.56, -0.29, -0.23, -0.42, -0.42, -0.24, 0.22, 0.17, 0.20, 0.20, 0.22, 0.22, 0.22, 0.22, 0.19, 0.18, 0.20, 0.20, 0.22, 0.23, 0.22, 0.22, 0.25, 0.24, 0.23, 0.22, 0.23, 0.25, 0.27, 0.23, 0.23, 0.24, 0.23, 0.23, 0.24, 0.24, 0.23]}